Formula: C2H7N2P
Source: OMol25
Level of theory: ωB97M-V/def2-TZVPD

```
12
Properties=species:S:1:pos:R:3:mulliken_charge:R:1
P -0.61 -1.22 -0.63 0.087
N 0.65 -2.06 0.01 -0.522
N 1.40 0.97 -1.18 -0.507
C -0.82 -0.13 0.82 -0.124
C -1.75 0.84 0.88 -0.598
H 1.32 -1.56 0.63 0.289
H -1.59 1.68 1.47 0.279
H -0.13 -0.32 1.62 0.198
H 1.93 1.15 -2.08 0.186
H -2.56 0.98 0.12 0.245
H 1.29 -2.27 -0.70 0.258
H 0.86 1.93 -0.95 0.210
```

- Charge: 0
- Relative energy (zero: lowest compared OMol25 entry of this formula, charge and spin): 83.7 kcal/mol
- Spin multiplicity: 1
- HOMO energy (spin up / spin down): -9.734 / -6.746 eV
- Gap between HOMO and LUMO (spin up / spin down): 9.625 / 6.099 eV

Formula: C2H7N2S
Source: OMol25
Level of theory: ωB97M-V/def2-TZVPD

```
12
Properties=species:S:1:pos:R:3:mulliken_charge:R:1
S -0.78 1.74 0.63 -0.716
N 0.55 -3.15 -0.08 -0.779
N 1.12 -0.90 0.29 -0.442
C 0.32 -1.88 -0.15 0.281
C -0.26 2.09 -1.16 -0.755
H 0.66 0.02 0.37 0.040
H -1.18 2.07 -1.76 0.186
H -0.70 -1.57 -0.43 0.248
H 0.25 3.07 -1.19 0.195
H 1.70 -1.13 1.08 0.238
H 0.31 1.31 -1.67 0.270
H -0.36 -3.59 -0.23 0.233
```

- Charge: -1
- Relative energy (zero: lowest compared OMol25 entry of this formula, charge and spin): 7.7 kcal/mol
- Spin multiplicity: 1
- HOMO energy: -2.788 eV
- Gap between HOMO and LUMO: 6.992 eV

Formula: C2H7N2S
Source: OMol25
Level of theory: ωB97M-V/def2-TZVPD

```
12
Properties=species:S:1:pos:R:3:mulliken_charge:R:1
S -0.98 -0.20 -2.41 -0.816
N 0.32 -0.25 1.15 -0.308
N 1.34 1.80 0.84 -0.795
C 0.36 1.00 0.62 0.195
C -0.46 -1.31 0.51 -0.680
H 0.15 -1.90 -0.17 0.283
H -0.49 1.23 -0.02 0.263
H 1.15 -0.50 1.68 0.270
H 1.35 2.55 0.16 0.226
H -1.25 -0.83 -0.07 0.178
H -0.60 0.35 -3.57 -0.064
H -0.89 -1.94 1.30 0.248
```

- Charge: -1
- Relative energy (zero: lowest compared OMol25 entry of this formula, charge and spin): 8.4 kcal/mol
- Spin multiplicity: 1
- HOMO energy: -2.836 eV
- Gap between HOMO and LUMO: 7.013 eV

Formula: C2H7N3
Source: OMol25
Level of theory: ωB97M-V/def2-TZVPD

```
12
Properties=species:S:1:pos:R:3:mulliken_charge:R:1
N -1.36 -1.61 1.32 -0.335
N 0.17 -0.98 -0.21 -0.494
N 0.28 2.20 -0.08 -0.514
C -0.49 -1.92 0.29 0.121
C 1.11 2.53 -1.00 -0.169
H -0.54 -3.08 -0.12 0.195
H 0.91 3.68 -1.23 0.197
H 1.90 2.04 -1.76 0.193
H -1.46 -0.74 1.71 0.174
H 0.44 1.23 0.34 0.296
H 0.97 -1.13 -0.94 0.187
H -1.92 -2.23 1.69 0.149
```

- Charge: 0
- Relative energy (zero: lowest compared OMol25 entry of this formula, charge and spin): 61.9 kcal/mol
- Spin multiplicity: 1
- HOMO energy: -9.103 eV
- Gap between HOMO and LUMO: 10.131 eV

Formula: C2H7N3
Source: OMol25
Level of theory: ωB97M-V/def2-TZVPD

```
12
Properties=species:S:1:pos:R:3:mulliken_charge:R:1
N -0.90 -0.76 0.21 -0.382
N 2.59 -0.11 -0.16 -0.646
N 0.37 -0.72 -0.32 -0.197
C -1.68 0.35 -0.24 -0.725
C 1.37 0.11 0.09 0.096
H -0.89 -0.78 1.23 0.227
H 1.04 1.01 0.59 0.251
H 3.19 0.70 0.11 0.258
H 0.71 -1.68 -0.46 0.269
H -1.75 0.28 -1.34 0.258
H -2.72 0.27 0.21 0.303
H -1.33 1.33 0.07 0.287
```

- Charge: 0
- Relative energy (zero: lowest compared OMol25 entry of this formula, charge and spin): 38.2 kcal/mol
- Spin multiplicity: 1
- HOMO energy: -9.281 eV
- Gap between HOMO and LUMO: 10.258 eV

Formula: C2H7N3
Source: OMol25
Level of theory: ωB97M-V/def2-TZVPD

```
12
Properties=species:S:1:pos:R:3:mulliken_charge:R:1
N 1.47 -0.62 1.57 -0.642
N -1.14 -0.17 0.63 -0.747
N 0.00 0.07 -0.06 0.203
C 1.29 -0.21 0.44 0.357
C -0.44 0.36 -1.46 -0.782
H -1.52 0.93 1.19 0.238
H 1.94 -0.23 -0.56 0.169
H -1.53 0.03 -1.69 0.275
H -0.52 1.56 -1.60 0.226
H 0.70 -0.68 2.10 0.163
H -0.59 -1.07 1.54 0.231
H 0.35 0.02 -2.09 0.309
```

- Charge: 0
- Relative energy (zero: lowest compared OMol25 entry of this formula, charge and spin): 125.9 kcal/mol
- Spin multiplicity: 1
- HOMO energy: -8.441 eV
- Gap between HOMO and LUMO: 9.044 eV

Formula: C2H7N3
Source: OMol25
Level of theory: ωB97M-V/def2-TZVPD

```
12
Properties=species:S:1:pos:R:3:mulliken_charge:R:1
N -0.16 0.36 -1.69 -0.273
N -0.47 -0.66 1.11 -0.421
N 2.11 0.24 -0.99 -0.219
C 1.11 0.86 -1.48 0.191
C -1.30 -0.42 2.03 -0.260
H -0.14 -1.61 1.29 0.204
H 1.17 1.93 -1.64 0.372
H 2.13 -0.79 -0.96 0.320
H -0.83 1.11 -1.48 0.320
H -0.28 -0.49 -1.12 0.305
H -1.52 -1.04 2.90 0.243
H -1.83 0.53 2.01 0.218
```

- Charge: +1
- <S²>: 0.770
- Relative energy (zero: lowest compared OMol25 entry of this formula, charge and spin): 38.6 kcal/mol
- Spin multiplicity: 2
- HOMO energy (spin up / spin down): -14.846 / -14.818 eV
- Gap between HOMO and LUMO (spin up / spin down): 10.607 / 6.005 eV

Formula: C2H7N3O
Source: OMol25
Level of theory: ωB97M-V/def2-TZVPD

```
13
Properties=species:S:1:pos:R:3:mulliken_charge:R:1
O -1.74 1.03 -0.78 -0.333
N 1.06 -0.83 -0.91 -0.690
N -0.34 1.09 -0.72 -0.477
N 1.01 1.01 0.39 -0.658
C -0.58 -0.83 0.99 -1.198
C 0.16 -0.04 -0.06 1.224
H -0.82 -0.20 1.85 0.359
H 1.92 -1.11 -0.47 0.244
H -2.09 1.66 -0.14 0.346
H 0.05 -1.64 1.35 0.335
H 1.21 -0.37 -1.81 0.276
H -1.50 -1.21 0.56 0.282
H 1.66 1.45 -0.26 0.289
```

- Charge: 0
- Relative energy (zero: lowest compared OMol25 entry of this formula, charge and spin): 146.5 kcal/mol
- Spin multiplicity: 1
- HOMO energy: -8.675 eV
- Gap between HOMO and LUMO: 8.799 eV